The following is a quantum chemistry calculation of a 6-piece molecular cluster, C6H23NO5 overall at a distorted geometry, from the Open Molecules 2025 dataset.

```
35
Properties=species:S:1:pos:R:3:forces:R:3:nbo_charge:R:1
C -1.292501 -2.187581 1.530036 2.5 -0.8 -0.1 -0.622
C -0.454204 -1.375491 0.466840 1.4 -1.2 -0.4 -0.034
C -0.507658 -2.038237 -0.988980 -0.6 1.4 1.6 -0.460
C 0.304749 -1.348027 -2.051806 3.3 -0.1 0.0 0.074
C 1.484290 -0.649229 -1.844772 -1.1 -2.1 0.0 -0.476
C -0.161842 -1.652967 -3.436629 0.1 -4.3 2.1 -0.670
N -0.867269 0.008403 0.250389 0.1 -0.9 -0.8 -0.905
H -2.291530 -2.154060 1.232368 -1.9 0.4 -0.1 0.199
H -1.038322 -3.301637 1.457732 0.0 1.5 0.3 0.203
H -1.133868 -1.827366 2.589561 -0.3 -0.3 -1.3 0.222
H 0.628593 -1.402819 0.792338 -1.1 0.3 -0.2 0.199
H -0.352065 -3.114929 -1.030661 0.3 -0.1 0.2 0.227
H -1.550004 -1.898739 -1.273262 -0.3 -0.2 -0.2 0.208
H 1.944185 -0.717517 -0.867760 -0.4 0.5 0.4 0.202
H 2.268566 -0.387325 -2.575212 -1.1 0.0 -0.3 0.203
H 0.368785 -2.246619 -4.151906 1.6 -0.9 0.4 0.228
H -0.128289 -0.820178 -3.898262 -0.7 6.2 -3.5 0.216
H -1.093211 -2.149590 -3.523545 -1.4 0.1 0.4 0.215
H -0.598446 0.622929 0.980149 -0.4 0.2 0.8 0.375
H -1.844991 0.035893 -0.026983 0.1 0.3 0.5 0.382
H 1.507276 2.833146 0.866771 -0.1 0.2 -3.4 0.496
H 1.056767 3.745957 2.056502 -0.8 2.0 0.2 0.477
O 1.427064 2.954668 1.765861 1.9 -1.8 3.3 -0.991
H -0.589122 2.276708 1.995188 0.5 -0.2 0.4 0.473
H 0.416714 1.354649 2.761407 -1.3 1.0 -0.1 0.464
O -0.456746 1.800094 2.826719 -0.5 -1.1 0.5 -0.933
H -1.990648 0.445487 -2.014939 -0.8 0.8 0.3 0.496
H -3.451380 1.075152 -1.610026 0.0 1.6 0.1 0.485
O -2.935686 0.324247 -1.818708 0.7 -2.3 -0.5 -0.972
H 1.671774 2.532520 -1.386884 -1.6 -0.3 1.2 0.488
H 0.427424 1.669552 -0.895788 0.2 -0.2 0.1 0.513
O 0.940174 2.472331 -0.700661 1.3 0.2 -1.8 -0.985
H 1.933487 0.622808 2.641796 0.8 -0.3 0.4 0.468
H 2.618962 -0.398150 3.634034 0.0 0.2 1.0 0.477
O 2.406846 -0.219528 2.732604 -0.4 0.1 -1.5 -0.942
```
Positions in Å, forces in eV/Å.

highest occupied orbital energy	-8.75	eV
LUMO energy	0.448	eV
2S+1	1
energy relative to the best compared isomer or geometry (same formula, charge and spin)	2.9647	eV